# 1
The following is a DFT calculation (ωB97M-V/def2-TZVPD) of a 3-piece molecular cluster, C39H66N3O7PSSi overall in a non-equilibrium geometry.

The LUMO energy comes out at -0.2 eV. The SMILES is C#CN1c2c([PH2]=O)cc(C)cc2Sc2c(CCN)c([Si](C)(C)C)c(CC=C)c(NCCCC)c21.COCCOCCOC.COCCOCCOC. For the molecular weight, the calculation gives 780.10 g mol⁻¹. The value obtained for the frontier orbital gap is 7.7 eV. The value obtained for the largest force on an atom is 0.0396 Eh/bohr. The HOMO energy is -7.916 eV.

Last column: Mulliken charge in e.
Geometry (Å):
C: 2.53 -2.05 3.85  -0.43
C: 2.24 -1.87 2.71  -0.48
N: 1.81 -1.45 1.47  1.74
C: 0.75 -2.27 0.95  -0.98
C: -0.55 -1.81 1.13  -0.14
P: -0.82 -0.24 2.01  0.72
O: -2.24 0.20 1.99  -0.70
C: -1.61 -2.54 0.62  -0.71
C: -1.38 -3.73 -0.07  0.95
C: -2.54 -4.50 -0.67  -1.23
C: -0.08 -4.19 -0.25  -0.80
C: 0.98 -3.45 0.26  0.51
S: 2.69 -3.92 0.07  -0.39
C: 3.42 -2.30 -0.21  0.75
C: 4.44 -2.11 -1.15  -0.23
C: 4.84 -3.37 -1.91  -1.83
C: 5.72 -4.31 -1.02  -0.68
N: 6.93 -4.83 -1.68  -0.59
C: 5.01 -0.82 -1.32  1.87
Si: 6.43 -0.57 -2.57  0.37
C: 5.62 -0.66 -4.30  -1.22
C: 7.67 -2.00 -2.50  -1.21
C: 7.49 0.98 -2.37  -1.31
C: 4.45 0.23 -0.56  -0.01
C: 4.91 1.66 -0.72  -0.30
C: 4.47 2.18 -2.10  -0.39
C: 3.12 2.10 -2.38  -0.85
C: 3.42 0.01 0.37  -1.49
N: 2.85 1.04 1.20  0.24
C: 3.72 1.32 2.35  -0.26
C: 3.12 2.37 3.32  -0.90
C: 4.08 3.57 3.45  -0.74
C: 4.29 4.28 2.09  -0.81
C: 2.89 -1.26 0.54  -0.98
H: 2.83 -2.21 4.85  0.51
H: -0.41 -0.52 3.33  0.05
H: 0.08 0.71 1.49  -0.01
H: -2.61 -2.16 0.75  0.66
H: -3.00 -3.83 -1.39  0.14
H: -3.28 -4.77 0.09  0.34
H: -2.18 -5.36 -1.24  0.34
H: 0.14 -5.09 -0.81  0.36
H: 5.29 -3.17 -2.88  0.37
H: 3.93 -3.94 -2.11  0.75
H: 5.91 -3.80 -0.07  0.34
H: 5.10 -5.18 -0.76  0.43
H: 6.99 -5.83 -1.49  0.28
H: 7.73 -4.46 -1.19  0.25
H: 5.96 -1.58 -4.79  0.39
H: 4.54 -0.74 -4.25  0.35
H: 5.95 0.16 -4.94  0.43
H: 7.65 -2.36 -1.47  0.14
H: 8.68 -1.61 -2.63  0.48
H: 7.45 -2.80 -3.20  0.47
H: 7.01 1.81 -2.90  0.30
H: 7.73 1.25 -1.35  0.39
H: 8.42 0.80 -2.91  0.47
H: 4.42 2.33 0.00  -0.54
H: 5.98 1.80 -0.55  0.48
H: 5.18 2.58 -2.81  0.38
H: 2.67 1.39 -3.07  0.21
H: 2.44 2.75 -1.81  0.28
H: 2.66 1.87 0.65  0.57
H: 4.76 1.56 2.08  0.35
H: 3.79 0.39 2.91  0.21
H: 3.06 1.91 4.31  0.31
H: 2.12 2.67 3.00  0.45
H: 5.04 3.23 3.84  0.36
H: 3.63 4.28 4.16  0.40
H: 3.46 4.09 1.41  0.18
H: 4.37 5.36 2.26  0.42
H: 5.25 3.97 1.66  0.18
C: -7.44 4.53 6.76  -0.81
O: -6.94 3.87 5.61  -0.28
C: -6.51 4.73 4.57  -0.53
C: -5.16 4.33 4.00  -0.23
O: -4.05 4.49 4.87  -0.47
C: -3.96 3.68 6.03  -0.32
C: -3.76 2.20 5.80  -0.38
O: -4.88 1.58 5.21  -0.34
C: -4.57 0.76 4.09  -0.80
H: -8.51 4.74 6.64  0.29
H: -7.31 3.87 7.61  0.23
H: -6.91 5.47 6.96  0.38
H: -6.47 5.77 4.91  0.34
H: -7.25 4.67 3.77  0.37
H: -4.96 5.00 3.16  0.42
H: -5.19 3.33 3.58  0.05
H: -4.80 3.87 6.70  0.09
H: -3.07 4.05 6.56  0.42
H: -3.58 1.72 6.78  0.39
H: -2.85 2.04 5.20  0.22
H: -3.74 1.15 3.51  0.42
H: -5.45 0.73 3.45  0.29
H: -4.34 -0.26 4.42  0.28
C: -5.31 -2.82 -7.19  -0.82
O: -4.77 -2.22 -6.03  -0.27
C: -4.22 -0.93 -6.23  -0.52
C: -4.66 0.06 -5.17  -0.23
O: -6.03 0.43 -5.18  -0.46
C: -7.01 -0.55 -4.88  -0.30
C: -7.02 -1.07 -3.46  -0.50
O: -5.87 -1.83 -3.14  -0.29
C: -5.23 -1.47 -1.94  -0.73
H: -4.53 -3.37 -7.73  0.29
H: -6.07 -3.53 -6.88  0.23
H: -5.77 -2.08 -7.85  0.39
H: -4.47 -0.54 -7.22  0.35
H: -3.13 -1.03 -6.17  0.37
H: -4.12 0.99 -5.37  0.42
H: -4.35 -0.25 -4.17  0.02
H: -6.98 -1.37 -5.60  0.08
H: -7.97 -0.04 -5.04  0.42
H: -7.90 -1.72 -3.33  0.37
H: -7.14 -0.23 -2.77  0.33
H: -5.29 -0.39 -1.74  0.43
H: -4.18 -1.73 -2.02  0.09
H: -5.67 -2.02 -1.10  0.32

***

# 2
The following is a DFT calculation (ωB97M-V/def2-TZVPD) of C32H22N13O2S2W as an isolated structure in a non-equilibrium geometry.

The LUMO energy (alpha / beta) comes out at 0.6 / 0.6 eV. For the molecular weight, the calculation gives 868.59 g mol⁻¹. The value obtained for the frontier orbital gap (alpha / beta) is 4.5 / 4.9 eV. The value obtained for the largest force on an atom is 0.0901 Eh/bohr. The HOMO energy (alpha / beta) is -3.837 / -4.212 eV. As for the net charge: -1.

Last column: Mulliken charge in e.
Geometry (Å):
W: 0.32 1.22 -0.85  1.17
C: 3.67 3.56 -2.13  -1.57
C: 3.09 2.28 -1.60  0.84
O: 1.78 2.26 -1.39  -0.64
C: 3.85 1.18 -1.27  -1.15
C: 3.32 -0.01 -0.74  0.94
C: 4.23 -1.16 -0.43  -1.63
N: 2.00 -0.18 -0.57  0.86
N: 1.64 -1.43 -0.18  -0.97
C: 0.34 -1.59 -0.15  0.09
O: -0.42 -0.55 -0.51  0.56
C: -0.23 -2.85 0.31  0.10
C: 0.60 -3.96 0.44  -0.43
C: 0.10 -5.15 0.94  -0.74
C: -1.23 -5.23 1.32  -0.48
C: -2.06 -4.13 1.17  -1.05
C: -1.57 -2.95 0.67  0.01
H: 3.48 4.38 -1.44  0.29
H: 3.21 3.80 -3.09  0.32
H: 4.75 3.46 -2.27  0.42
H: 4.91 1.23 -1.43  0.35
H: 5.27 -0.83 -0.43  0.52
H: 4.10 -1.93 -1.18  0.25
H: 3.97 -1.58 0.53  0.32
H: 1.64 -3.87 0.15  0.50
H: 0.75 -6.00 1.03  0.41
H: -1.61 -6.15 1.73  0.40
H: -3.10 -4.20 1.47  0.42
H: -2.21 -2.08 0.57  0.39
N: 2.63 1.89 1.53  0.16
C: 1.57 1.26 2.11  0.33
N: 1.75 0.75 3.31  -0.79
C: 0.68 0.10 3.82  0.22
N: 0.90 -0.57 4.98  -0.40
N: -0.53 0.10 3.31  -0.70
C: -0.67 0.66 2.09  -0.19
N: 0.44 1.17 1.38  0.50
C: -1.95 0.84 1.54  0.70
C: -3.13 0.56 2.27  -0.81
C: -4.35 0.88 1.75  -0.52
C: -4.40 1.48 0.47  -0.99
C: -3.22 1.68 -0.21  -0.46
N: -2.02 1.36 0.26  0.56
H: 3.37 2.14 2.17  0.33
H: 2.44 2.57 0.81  -0.29
H: 1.76 -0.36 5.45  0.27
H: 0.10 -0.90 5.49  0.26
H: -3.02 0.12 3.25  0.54
H: -5.26 0.70 2.29  0.45
H: -5.35 1.75 0.03  0.44
H: -3.22 2.12 -1.20  0.71
S: 1.22 -0.18 -3.45  -0.36
C: -0.36 -0.87 -3.36  0.54
C: -0.58 -2.23 -3.58  -0.87
C: -1.85 -2.77 -3.43  0.84
C: -2.05 -4.14 -3.67  -0.19
N: -2.20 -5.26 -3.90  -0.62
C: -2.94 -1.96 -3.05  0.47
C: -2.73 -0.58 -2.88  -1.22
C: -1.47 -0.05 -3.02  0.62
S: -1.20 1.70 -2.80  -0.44
C: -4.21 -2.51 -2.83  -0.13
N: -5.26 -2.94 -2.62  -0.64
H: 0.26 -2.86 -3.83  0.50
H: -3.57 0.05 -2.62  0.55
N: -0.18 3.30 -0.34  -0.65
C: 0.04 4.26 0.30  0.98
C: 0.47 5.30 1.07  -0.14
C: 1.73 5.09 1.63  0.27
N: 2.77 4.86 2.06  -0.63
C: -0.23 6.49 1.29  -0.09
N: -0.78 7.48 1.48  -0.58

***

# 3
The following is a DFT calculation (ωB97M-V/def2-TZVPD) of C22H36N2O2PdSi2 as an isolated structure.

The LUMO energy comes out at 5.0 eV. For the molecular weight, the calculation gives 523.13 g mol⁻¹. The value obtained for the frontier orbital gap is 4.7 eV. The value obtained for the largest force on an atom is 0.0086 Eh/bohr. The HOMO energy is 0.315 eV. As for the net charge: -2.

Last column: Mulliken charge in e.
Geometry (Å):
Pd: 1.07 -0.52 0.38  -0.46
C: 2.93 -3.08 1.35  -1.11
Si: 1.68 -2.18 2.46  0.47
C: 2.72 -0.83 3.31  -1.11
C: 1.50 -3.47 3.88  -1.36
C: 0.00 -1.89 1.74  0.23
C: -0.92 -0.96 2.34  1.19
C: -0.69 -0.42 3.65  -0.79
C: -1.55 0.49 4.21  -0.53
C: -2.70 0.88 3.50  -0.71
C: -2.90 0.26 2.28  -0.34
N: -2.09 -0.62 1.72  -0.09
Si: -0.52 -2.98 0.34  0.00
C: -2.33 -2.85 -0.19  -1.19
C: 0.37 -3.11 -1.34  -0.69
C: -0.40 -4.80 0.94  -1.20
H: 3.70 -3.56 1.97  0.38
H: 3.41 -2.36 0.67  0.17
H: 2.47 -3.86 0.73  0.28
H: 3.59 -1.32 3.77  0.29
H: 2.19 -0.28 4.09  0.32
H: 3.07 -0.11 2.56  0.18
H: 2.47 -3.75 4.31  0.37
H: 1.01 -4.37 3.50  0.29
H: 0.87 -3.08 4.69  0.31
H: 0.17 -0.75 4.21  0.13
H: -1.34 0.90 5.19  0.38
H: -3.40 1.61 3.89  0.36
H: -3.80 0.49 1.71  0.34
H: -2.56 -1.85 -0.54  0.19
H: -3.00 -3.06 0.65  0.30
H: -2.52 -3.58 -0.98  0.31
H: 0.11 -2.23 -1.94  -0.33
H: 0.02 -4.01 -1.86  0.44
H: 1.45 -3.15 -1.24  0.39
H: -0.92 -4.91 1.90  0.27
H: 0.63 -5.13 1.09  0.36
H: -0.87 -5.47 0.22  0.27
C: 1.65 1.32 -4.35  -1.07
N: 1.47 0.11 -3.57  0.48
C: 1.19 -1.01 -4.46  -1.16
C: 2.64 -0.20 -2.72  -0.71
C: 2.99 0.88 -1.73  0.98
C: 3.95 1.82 -2.11  -0.26
C: 4.32 2.85 -1.26  -0.52
C: 3.69 2.93 -0.02  -0.67
C: 2.74 1.98 0.35  -0.13
C: 2.35 0.89 -0.47  -0.75
H: 0.75 1.50 -4.94  0.34
H: 2.52 1.24 -5.03  0.30
H: 1.82 2.17 -3.68  0.30
H: 0.01 0.38 -2.76  0.46
H: 2.03 -1.17 -5.17  0.41
H: 0.28 -0.81 -5.03  0.31
H: 1.06 -1.92 -3.88  0.30
H: 3.49 -0.40 -3.40  0.45
H: 2.40 -1.11 -2.17  -0.12
H: 4.43 1.74 -3.08  0.24
H: 5.07 3.58 -1.55  0.33
H: 3.95 3.73 0.67  0.34
H: 2.29 2.07 1.33  0.32
O: -1.66 0.70 -4.52  -0.56
C: -1.83 0.66 -3.32  -0.07
O: -0.94 0.48 -2.39  -0.23
H: -2.84 0.73 -2.88  0.37

***

# 4
The following is a DFT calculation (ωB97M-V/def2-TZVPD) of one molecule with the formula C10H17N3O6 in a non-equilibrium geometry.

The LUMO energy comes out at 0.3 eV. The SMILES is NC(=O)CC[C@H](NC(=O)[C@@H](N)CCC(=O)O)C(=O)O. For the molecular weight, the calculation gives 275.26 g mol⁻¹. The value obtained for the frontier orbital gap is 9.5 eV. The value obtained for the largest force on an atom is 0.1251 Eh/bohr. The HOMO energy is -9.196 eV.

Last column: Mulliken charge in e.
Geometry (Å):
C: -2.07 0.47 -0.64  0.53
C: -2.33 -1.11 -0.59  0.20
C: -2.18 1.12 0.79  -0.90
C: -1.49 2.55 0.91  -0.86
C: 0.04 2.26 0.91  0.66
C: 0.00 -1.86 0.13  0.08
C: 0.05 -1.52 1.60  0.08
C: 0.71 -0.88 -0.79  0.40
C: 2.22 -1.08 -0.81  -1.16
C: 3.21 0.09 -0.77  0.56
H: -3.66 0.22 -1.68  0.32
H: -2.90 1.52 -2.22  0.24
H: -1.05 0.73 -1.17  0.33
H: -1.82 0.49 1.56  0.34
H: -3.29 1.23 1.04  0.39
H: -1.81 3.30 0.23  0.40
H: -1.86 2.91 1.85  0.39
H: 1.39 2.06 -0.38  0.51
H: -1.76 -2.93 -0.09  0.30
H: 0.43 -2.90 0.03  0.53
H: 0.29 -1.15 -1.76  0.74
H: 0.52 0.16 -0.38  -0.99
H: 2.50 -1.99 -0.21  0.42
H: 2.42 -1.46 -1.85  0.39
H: 5.18 0.47 -0.23  0.26
H: 4.83 -1.20 -0.52  0.22
H: 1.34 -1.33 2.88  0.42
N: -3.18 1.05 -1.37  -0.77
N: -1.34 -2.04 -0.28  -0.15
N: 4.48 -0.24 -0.43  -0.39
O: -3.50 -1.50 -0.72  -0.69
O: 0.73 2.03 1.88  -0.63
O: 0.53 2.23 -0.30  -0.44
O: -0.78 -1.54 2.46  -0.60
O: 2.80 1.20 -0.97  -0.74
O: 1.34 -1.35 1.89  -0.41